[1]
# C6H16N2

The molecule C6H16N2 (ωB97M-V/def2-TZVPD, OMol25).

Structure (XYZ):
```
24
Properties=species:S:1:pos:R:3:nbo_charge:R:1
C -1.945 -1.844 2.119 -0.41
N -1.680 -0.666 1.298 -0.65
C -0.288 -0.298 1.122 -0.22
C -0.106 0.686 -0.035 -0.04
N -0.160 2.074 0.424 -0.84
C 1.150 0.469 -0.883 -0.22
C 1.186 1.479 -2.038 -0.60
C 1.204 -0.929 -1.503 -0.60
H -2.359 -1.550 3.087 0.19
H -0.992 -2.328 2.374 0.18
H -2.564 -2.564 1.585 0.20
H -2.234 -0.627 0.456 0.36
H 0.333 -1.185 1.009 0.16
H 0.061 0.190 2.040 0.18
H -1.003 0.545 -0.662 0.17
H -0.538 2.168 1.356 0.36
H 0.747 2.522 0.401 0.35
H 1.986 0.581 -0.181 0.19
H 2.001 1.235 -2.723 0.20
H 1.330 2.494 -1.690 0.21
H 0.261 1.381 -2.597 0.21
H 0.998 -1.714 -0.779 0.21
H 2.188 -1.098 -1.923 0.21
H 0.424 -1.022 -2.256 0.20
```

Values from the calculation:
LUMO level ... 1.142 eV
ΔE to the lowest compared entry with this formula, charge and spin ... 0.844 eV
Structure (SMILES) ... CNC[C@@H](N)C(C)C
HOMO ... -8.37 eV
Total charge ... 0

***

[2]
# C5H8O2S

The molecule C5H8O2S in a non-equilibrium geometry (ωB97M-V/def2-TZVPD, OMol25).

Structure (XYZ):
```
16
Properties=species:S:1:pos:R:3:nbo_charge:R:1
O 0.948 -1.352 1.337 -0.56
C 0.875 -0.551 0.364 0.61
C 1.845 0.570 -0.002 -0.51
C 1.116 1.468 -1.055 -0.45
C -0.393 1.155 -0.794 0.09
O -0.964 1.832 0.343 -0.71
C -0.300 -0.351 -0.586 -0.54
S -1.440 -1.396 0.184 -0.01
H 2.743 -0.017 -0.687 0.25
H 2.151 1.071 0.885 0.26
H 1.305 1.539 -2.235 0.25
H 1.164 2.498 -0.558 0.25
H -1.062 1.278 -1.723 0.19
H -1.445 1.237 0.839 0.48
H 0.186 -0.917 -1.555 0.26
H -0.733 -1.945 1.089 0.17
```

Values from the calculation:
LUMO level ... 0.279 eV
ΔE to the lowest compared entry with this formula, charge and spin ... 2.569 eV
Structure (SMILES) ... O=C1CC[C@H](O)[C@@H]1S
HOMO ... -9.29 eV
Total charge ... 0

***

[3]
# C41H46CdP2

A structure of composition C41H46CdP2 in a non-equilibrium geometry (ωB97M-V/def2-TZVPD, OMol25).

Structure (XYZ):
```
90
Properties=species:S:1:pos:R:3:mulliken_charge:R:1
Cd 1.201 -0.255 1.536 0.51
C -1.946 2.654 -4.994 -0.34
C -2.603 2.959 -3.885 -0.35
C -4.020 2.593 -3.507 -0.39
C -4.636 1.398 -4.254 -1.09
C -3.849 0.125 -4.075 -0.09
C -2.812 -0.316 -4.782 -0.28
C -2.155 0.324 -5.978 -0.61
C -2.400 1.830 -6.171 -0.89
C 2.082 -2.243 2.641 -0.73
H -0.931 3.064 -5.146 0.33
H -2.133 3.640 -3.154 0.35
H -4.697 3.459 -3.619 0.38
H -4.014 2.364 -2.428 0.25
H -5.623 1.223 -3.792 0.39
H -4.826 1.657 -5.303 0.35
H -4.258 -0.507 -3.268 0.32
H -2.401 -1.316 -4.566 0.31
H -2.439 -0.197 -6.910 0.37
H -1.070 0.158 -5.872 0.29
H -1.775 2.134 -7.029 0.40
H -3.442 2.014 -6.460 0.33
H 2.929 -2.699 2.124 0.26
H 1.149 -2.707 2.163 0.19
H 1.646 -2.712 3.532 0.31
P 0.230 1.666 0.394 0.51
P -0.528 -1.581 0.128 0.01
C -1.132 1.042 -0.583 -0.79
C -1.468 -0.280 -0.677 -0.38
C -0.389 2.885 1.568 0.58
C -1.463 3.660 1.104 -0.18
C -1.960 4.649 1.941 -0.53
C -1.385 4.840 3.200 -0.59
C -0.313 4.061 3.646 -0.52
C 0.208 3.056 2.837 -0.75
C 1.508 2.358 -0.666 0.85
C 2.315 1.523 -1.473 -0.45
C 3.251 2.147 -2.292 -0.63
C 3.360 3.542 -2.303 -0.59
C 2.538 4.348 -1.507 -0.62
C 1.596 3.755 -0.681 -0.41
C -1.627 -2.673 1.061 0.87
C -2.211 -2.250 2.281 -0.66
C -3.074 -3.136 2.920 -0.53
C -3.343 -4.389 2.359 -0.52
C -2.764 -4.787 1.147 -0.57
C -1.904 -3.923 0.488 -0.46
C 0.305 -2.526 -1.178 0.65
C 1.517 -3.203 -0.919 -0.41
C 2.086 -3.933 -1.957 -0.53
C 1.460 -3.979 -3.207 -0.61
C 0.256 -3.311 -3.446 -0.38
C -0.337 -2.578 -2.427 -0.19
H -1.654 1.824 -1.134 0.02
H -2.304 -0.647 -1.283 0.67
H -1.873 3.471 0.106 0.24
H -2.791 5.241 1.577 0.42
H -1.790 5.619 3.839 0.36
H 0.126 4.226 4.626 0.40
H 1.053 2.425 3.152 0.36
H 2.202 0.429 -1.439 0.21
H 3.900 1.539 -2.920 0.42
H 4.097 4.025 -2.940 0.37
H 2.612 5.432 -1.495 0.42
H 0.926 4.339 -0.036 0.31
H -1.977 -1.259 2.692 0.35
H -3.534 -2.846 3.863 0.39
H -4.015 -5.081 2.861 0.36
H -2.955 -5.758 0.695 0.40
H -1.425 -4.189 -0.464 0.30
H 1.991 -3.162 0.073 0.09
H 3.021 -4.460 -1.777 0.41
H 1.914 -4.545 -4.014 0.37
H -0.247 -3.336 -4.408 0.45
H -1.280 -2.044 -2.565 0.08
C 5.203 -0.518 5.268 -1.50
C 3.920 -1.370 5.369 2.46
C 4.247 -2.853 5.297 -1.69
C 3.131 -1.044 6.626 -1.60
C 3.119 -0.674 4.232 0.29
C 2.312 -0.896 3.264 -1.42
H 5.852 -0.741 6.132 0.41
H 4.917 0.562 5.249 0.32
H 5.730 -0.757 4.314 0.34
H 4.884 -3.119 6.149 0.44
H 3.363 -3.474 5.349 0.38
H 4.801 -3.118 4.387 0.34
H 2.852 0.030 6.629 0.35
H 2.218 -1.632 6.660 0.39
H 3.743 -1.262 7.505 0.41
```

Values from the calculation:
LUMO level (spin up / spin down) ... 0.349 / 0.331 eV
HOMO (spin up / spin down) ... -6.12 / -4.44 eV
Total charge ... 0

***

[4]
# C4H7NO

The molecule C4H7NO (ωB97M-V/def2-TZVPD, OMol25).

Structure (XYZ):
```
13
Properties=species:S:1:pos:R:3:nbo_charge:R:1
C 1.704 -0.525 0.916 -0.22
N 1.005 -1.605 0.263 -0.56
C 1.235 -0.366 -0.495 -0.26
C 0.149 0.598 -0.814 0.24
C -2.116 0.952 -0.411 -0.25
O -0.906 0.246 -0.114 -0.52
H 1.199 0.049 1.690 0.20
H 2.765 -0.696 1.084 0.20
H 0.031 -1.604 0.560 0.36
H 1.984 -0.445 -1.279 0.21
H -1.899 1.721 -1.155 0.21
H -2.510 1.386 0.510 0.19
H -2.822 0.217 -0.805 0.19
```

Values from the calculation:
LUMO level ... 0.821 eV
ΔE to the lowest compared entry with this formula, charge and spin ... 4.496 eV
HOMO ... -8.66 eV
Total charge ... 0

***

[5]
# C5H10

A cluster of 2 separate species, C5H10 in total in a non-equilibrium geometry (ωB97M-V/def2-TZVPD, OMol25).

Structure (XYZ):
```
15
Properties=species:S:1:pos:R:3:nbo_charge:R:1
C -2.966 0.409 -0.113 -0.40
C -2.479 -0.084 -1.280 -0.16
C -1.671 0.720 -2.262 -0.65
H -2.536 0.077 0.816 0.21
H -3.769 1.193 -0.135 0.20
H -2.132 -1.118 -1.337 0.17
H -2.211 1.698 -2.485 0.21
H -0.670 1.025 -1.909 0.23
H -1.358 0.177 -3.182 0.21
C 2.917 -0.133 1.953 -0.39
C 3.633 -1.273 1.979 -0.39
H 1.933 0.026 2.384 0.20
H 3.387 0.744 1.520 0.19
H 3.242 -2.185 2.391 0.19
H 4.680 -1.278 1.660 0.20
```

Values from the calculation:
LUMO level ... 0.633 eV
ΔE to the lowest compared entry with this formula, charge and spin ... 3.717 eV
Structure (SMILES) ... C=CC.C=C
HOMO ... -8.42 eV
Total charge ... 0

***

[6]
# C47H49ClN9OSZr

A structure of composition C47H49ClN9OSZr in a non-equilibrium geometry (ωB97M-V/def2-TZVPD, OMol25).

Structure (XYZ):
```
109
Properties=species:S:1:pos:R:3:mulliken_charge:R:1
Zr 0.139 -0.122 -1.804 0.22
N -2.042 2.290 -5.053 0.16
C -1.258 1.405 -4.457 -0.58
N -0.964 1.420 -3.175 0.06
C -1.526 2.430 -2.381 0.34
N -1.137 2.576 -1.140 -1.71
N -0.217 1.689 -0.718 1.36
C 0.501 1.948 0.340 -1.13
C 1.538 1.009 0.697 1.18
C 2.395 1.234 1.784 -1.07
C 3.400 0.323 2.051 -0.58
C 3.521 -0.803 1.238 -1.18
C 2.639 -0.967 0.179 -0.67
N 1.676 -0.088 -0.106 1.30
C -2.472 3.355 -2.951 0.64
C -3.151 4.326 -2.206 -0.34
C -4.008 5.203 -2.837 -0.80
C -4.192 5.150 -4.220 -0.50
C -3.540 4.194 -4.975 -0.91
C -2.695 3.289 -4.345 0.13
H -2.205 2.246 -6.056 0.33
H -0.828 0.619 -5.074 0.49
H 0.367 2.874 0.900 0.60
H 2.262 2.114 2.395 0.62
H 4.075 0.480 2.878 0.60
H 4.296 -1.530 1.419 0.65
H 2.705 -1.836 -0.478 0.52
H -2.994 4.363 -1.140 0.50
H -4.540 5.941 -2.258 0.45
H -4.852 5.856 -4.699 0.44
H -3.694 4.139 -6.042 0.43
C 6.701 2.367 -1.322 -1.66
C 5.369 2.964 -1.808 1.92
C 5.623 4.271 -2.575 -1.68
C 4.527 3.293 -0.572 -1.76
C 4.700 1.959 -2.728 -0.03
C 5.397 1.551 -3.882 -0.75
C 4.904 0.619 -4.766 -1.52
C 3.668 0.053 -4.490 0.54
S 2.787 -1.154 -5.382 -0.30
C 1.524 -1.075 -4.211 0.77
N 1.735 -0.211 -3.214 0.92
C 2.941 0.444 -3.353 -0.96
C 3.450 1.412 -2.482 0.71
C 0.271 -1.803 -4.296 0.50
C 0.005 -2.684 -5.351 -1.05
C -1.248 -3.257 -5.456 -0.88
C -2.226 -2.965 -4.515 -0.82
C -1.945 -2.116 -3.445 0.10
C -0.694 -1.516 -3.286 0.61
H 7.179 3.057 -0.632 0.46
H 7.390 2.185 -2.141 0.37
H 6.528 1.426 -0.802 0.37
H 6.087 4.997 -1.913 0.46
H 4.685 4.688 -2.936 0.39
H 6.283 4.123 -3.424 0.37
H 5.075 4.003 0.041 0.52
H 4.347 2.403 0.030 0.25
H 3.580 3.754 -0.846 0.34
H 6.358 1.989 -4.091 0.50
H 5.462 0.332 -5.642 0.47
H 2.841 1.719 -1.636 0.24
H 0.776 -2.911 -6.075 0.50
H -1.466 -3.927 -6.272 0.45
H -3.207 -3.408 -4.610 0.50
H -2.735 -1.921 -2.718 0.53
C -5.302 -1.826 4.017 -1.87
C -4.001 -1.655 3.217 1.88
C -4.393 -1.590 1.729 -1.47
C -3.378 -0.315 3.622 -1.29
C -3.044 -2.885 3.463 1.66
O -3.412 -3.954 2.617 -0.66
C -3.040 -3.444 4.914 -1.66
C -2.504 -2.601 6.081 -1.26
C -1.038 -2.292 6.032 0.07
C -0.089 -3.317 5.969 0.02
C 1.260 -3.037 5.920 -1.00
C 1.693 -1.713 5.936 0.42
Cl 3.375 -1.351 5.890 -0.19
C 0.765 -0.679 6.024 -0.97
C -0.582 -0.973 6.075 -0.11
C -1.559 -2.611 3.076 -2.53
N -1.314 -2.360 1.680 1.43
C -1.041 -1.205 1.072 -0.70
N -0.801 -1.419 -0.230 0.44
C -0.945 -2.781 -0.338 -0.87
N -1.243 -3.341 0.795 -0.97
H -6.004 -1.043 3.740 0.52
H -5.135 -1.746 5.086 0.35
H -5.781 -2.777 3.802 0.39
H -5.170 -0.843 1.593 0.51
H -4.784 -2.546 1.395 0.39
H -3.558 -1.324 1.083 0.06
H -4.128 0.466 3.526 0.59
H -2.538 -0.036 2.991 -0.12
H -3.045 -0.323 4.652 0.19
H -4.198 -4.397 2.962 0.59
H -2.482 -4.382 4.881 0.68
H -4.066 -3.709 5.163 0.54
H -2.681 -3.190 6.986 0.52
H -3.074 -1.680 6.196 0.43
H -0.409 -4.349 5.988 0.53
H 1.985 -3.835 5.895 0.48
H 1.103 0.343 6.080 0.51
H -1.292 -0.164 6.178 0.44
H -1.016 -3.530 3.304 0.60
H -1.162 -1.786 3.663 0.73
H -1.023 -0.251 1.570 0.15
H -0.819 -3.335 -1.255 0.63
```

Values from the calculation:
LUMO level ... -9.806 eV
ΔE to the lowest compared entry with this formula, charge and spin ... 0.775 eV
HOMO ... -14.38 eV
Total charge ... +3